Below is C38H89AsF6NO22P3S5 as an isolated structure, with properties calculated with the ωB97M-V functional and the def2-TZVPD basis.

The geometry in ORCA input format:
```
! RIJCOSX wB97M-V def2-TZVPD def2/J DEFGRID3
* xyz 0 1
N -4.131 0.753 0.270
H -3.387 0.198 0.763
H -5.039 0.286 0.338
H -3.863 0.959 -0.721
H -4.197 1.629 0.803
As -0.153 -0.281 1.756
F -0.826 -1.460 2.792
F -0.380 -1.302 0.416
F 0.497 0.940 0.741
F -0.151 0.845 3.072
F 1.430 -0.764 2.139
F -1.784 0.353 1.525
C 2.426 -1.547 5.317
C 3.703 -1.680 4.499
C 4.677 -0.608 4.971
S 3.665 0.731 5.635
O 3.843 1.909 4.808
O 3.860 0.851 7.056
C 2.053 -0.059 5.301
H 2.493 -1.855 6.362
H 1.605 -2.094 4.842
H 3.576 -1.670 3.418
H 4.195 -2.650 4.643
H 5.203 -0.110 4.150
H 5.458 -0.900 5.667
H 1.811 0.206 4.280
H 1.427 0.305 6.107
C 0.701 3.879 5.338
C 0.771 5.140 4.471
C -0.640 5.509 4.069
S -1.689 4.933 5.461
O -2.616 3.911 5.035
O -2.183 6.075 6.180
C -0.366 4.094 6.373
H 1.681 3.656 5.765
H 0.508 2.994 4.720
H 1.388 4.951 3.591
H 1.293 5.951 4.979
H -1.102 5.092 3.182
H -0.827 6.578 4.181
H -0.800 3.224 6.847
H -0.062 4.868 7.083
C -0.972 -3.074 -3.519
C -1.446 -1.841 -4.303
C -2.907 -1.583 -3.951
S -3.220 -2.518 -2.437
O -3.896 -3.737 -2.802
O -3.789 -1.637 -1.453
C -1.507 -2.902 -2.119
H 0.115 -3.039 -3.433
H -1.269 -4.038 -3.919
H -1.260 -2.048 -5.355
H -0.827 -1.013 -3.976
H -3.635 -1.853 -4.707
H -2.999 -0.528 -3.700
H -1.522 -3.799 -1.503
H -1.118 -2.030 -1.595
C 3.233 3.593 1.347
C 4.365 4.091 2.251
C 5.674 3.427 1.800
S 5.164 1.795 1.144
O 5.551 0.723 2.022
O 5.526 1.712 -0.250
C 3.393 2.079 1.331
H 3.254 3.955 0.315
H 2.256 3.828 1.770
H 4.108 3.723 3.243
H 4.531 5.165 2.199
H 6.245 3.132 2.680
H 6.269 3.910 1.038
H 3.199 1.718 2.347
H 2.890 1.438 0.617
C -4.323 -0.902 6.164
C -3.241 -0.206 5.341
C -3.875 1.095 4.893
S -5.451 0.598 4.228
O -5.187 0.107 2.886
O -6.404 1.650 4.434
C -5.649 -0.797 5.385
H -4.474 -0.393 7.118
H -4.103 -1.952 6.358
H -3.052 -0.809 4.443
H -2.280 -0.122 5.844
H -3.346 1.772 4.230
H -4.104 1.702 5.779
H -6.040 -1.649 4.832
H -6.445 -0.550 6.089
C 2.912 -2.187 -6.063
C 3.540 -0.843 -6.368
O 4.017 -0.140 -5.157
P 2.998 0.330 -4.059
O 1.605 0.501 -4.500
O 3.675 1.653 -3.528
C 2.860 2.685 -2.906
C 3.793 3.831 -2.576
O 3.227 -0.724 -2.911
C 2.264 -0.798 -1.831
C 2.898 -1.582 -0.724
H 1.836 -2.118 -5.917
H 2.980 -2.844 -6.944
H 3.416 -2.739 -5.272
H 4.420 -0.934 -6.998
H 2.814 -0.173 -6.836
H 2.074 2.948 -3.609
H 2.482 2.275 -1.965
H 4.075 4.388 -3.480
H 3.301 4.509 -1.879
H 4.769 3.484 -2.238
H 1.979 0.215 -1.529
H 1.351 -1.277 -2.199
H 3.545 -0.925 -0.144
H 2.103 -1.884 -0.045
H 3.410 -2.434 -1.155
C -6.252 2.760 -3.489
C -5.190 2.968 -4.552
O -3.976 3.538 -4.055
P -2.917 2.625 -3.318
O -3.453 1.845 -2.195
O -1.862 3.715 -2.907
C -0.805 3.366 -2.024
C -1.132 3.800 -0.623
O -2.271 1.750 -4.439
C -1.773 2.281 -5.682
C -0.755 1.303 -6.214
H -6.483 3.680 -2.947
H -7.218 2.463 -3.899
H -5.879 2.001 -2.806
H -5.035 2.021 -5.090
H -5.573 3.619 -5.343
H -0.652 2.278 -2.015
H 0.154 3.757 -2.356
H -2.072 3.371 -0.296
H -0.370 3.448 0.082
H -1.061 4.883 -0.488
H -2.612 2.341 -6.374
H -1.299 3.240 -5.478
H -0.510 1.441 -7.267
H 0.143 1.305 -5.601
H -1.174 0.291 -6.182
C 0.690 -4.574 2.143
C -0.011 -5.310 1.036
O 0.857 -5.299 -0.136
P 0.873 -6.505 -1.164
O 1.198 -7.804 -0.597
O -0.468 -6.399 -2.007
C -1.730 -6.875 -1.488
C -2.847 -6.311 -2.339
O 1.963 -6.024 -2.201
C 1.679 -4.901 -3.026
C 1.645 -5.315 -4.474
H 1.605 -5.043 2.489
H 0.938 -3.574 1.769
H -0.002 -4.328 2.951
H -0.252 -6.338 1.328
H -0.930 -4.797 0.733
H -1.756 -7.964 -1.621
H -1.866 -6.643 -0.435
H -2.833 -5.215 -2.315
H -2.697 -6.570 -3.389
H -3.832 -6.637 -2.018
H 0.759 -4.371 -2.773
H 2.449 -4.136 -2.867
H 1.229 -4.562 -5.145
H 2.603 -5.715 -4.797
H 0.912 -6.127 -4.595
*
```

## Properties
Kohn-Sham gap: 10.2 eV
M: 1354.3 g/mol
E: -246582.751 eV
HOMO energy: -10.1 eV

---

Below is a single C3H5F2NO2S molecule, with properties calculated with the ωB97M-V functional and the def2-TZVPD basis.

The geometry in ORCA input format:
```
! RIJCOSX wB97M-V def2-TZVPD def2/J DEFGRID3
* xyz 0 1
C -0.140 0.876 -0.921
C -1.043 -0.253 -0.737
C -2.091 -0.099 0.052
N 1.536 -0.661 1.593
O 1.224 0.582 -0.794
O 2.983 -1.231 -0.458
F -3.041 -1.017 0.247
F -2.395 0.935 0.897
S 1.586 -0.977 -0.158
H -0.229 1.644 -1.763
H -0.364 1.552 -0.065
H -0.951 -1.208 -1.360
H 2.265 0.014 1.812
H 0.660 -0.157 1.653
*
```

## Properties
Kohn-Sham gap: 10.6 eV
ΔE to the lowest compared entry with this formula, charge and spin: 66.4 kJ/mol
M: 157.1 g/mol
E: -25044.929 eV
HOMO energy: -10.0 eV

---

Look up the M of the first one. 1354.3 g/mol

---

Repeat the second record exactly.
Below is a single C3H5F2NO2S molecule, with properties calculated with the ωB97M-V functional and the def2-TZVPD basis.

The geometry in ORCA input format:
```
! RIJCOSX wB97M-V def2-TZVPD def2/J DEFGRID3
* xyz 0 1
C -0.140 0.876 -0.921
C -1.043 -0.253 -0.737
C -2.091 -0.099 0.052
N 1.536 -0.661 1.593
O 1.224 0.582 -0.794
O 2.983 -1.231 -0.458
F -3.041 -1.017 0.247
F -2.395 0.935 0.897
S 1.586 -0.977 -0.158
H -0.229 1.644 -1.763
H -0.364 1.552 -0.065
H -0.951 -1.208 -1.360
H 2.265 0.014 1.812
H 0.660 -0.157 1.653
*
```

## Properties
Kohn-Sham gap: 10.6 eV
ΔE to the lowest compared entry with this formula, charge and spin: 66.4 kJ/mol
M: 157.1 g/mol
E: -25044.929 eV
HOMO energy: -10.0 eV